--- w ---
This record from OMol25 describes a structure of composition C7H9NO2. The level of theory is ωB97M-V/def2-TZVPD.

Its molar mass is 139.2 g/mol. The value obtained for the HOMO-LUMO gap (alpha / beta) is 0.302 / 0.289 hartree. The calculation puts the HOMO energy (alpha / beta) at -7.72 / -7.61 eV.

```
19
Properties=species:S:1:pos:R:3:nbo_charge:R:1
C -2.420 0.750 -0.298 0.5990
C 0.291 -1.074 0.796 -0.4150
C -1.205 -1.253 0.501 -0.2365
C -0.299 0.110 -1.181 -0.2018
C 2.165 0.493 -0.319 -0.0497
C 0.733 1.498 0.680 0.1036
C 0.696 0.179 -0.008 -0.1631
N -1.527 -0.185 -0.475 -0.4728
O -3.442 0.874 0.316 -0.5370
O 2.022 1.805 0.227 -0.4771
H 0.486 -0.935 1.857 0.2307
H 0.870 -1.928 0.442 0.2128
H -1.422 -2.213 0.028 0.2059
H -1.839 -1.139 1.380 0.2261
H -0.380 1.039 -1.744 0.2316
H -0.056 -0.717 -1.856 0.1953
H 2.896 -0.091 0.245 0.1844
H 2.436 0.522 -1.377 0.1850
H -0.008 2.267 0.787 0.1789
```

---

--- x ---
This record from OMol25 describes an isolated molecule of C7H9NO2. The level of theory is ωB97M-V/def2-TZVPD.

Its molar mass is 139.2 g/mol. The value obtained for the HOMO-LUMO gap is 0.344 hartree. The calculation puts the HOMO energy at -8.44 eV.

```
19
Properties=species:S:1:pos:R:3:nbo_charge:R:1
C 0.307 2.529 0.459 -0.6608
C 0.459 1.033 0.266 0.3113
C 0.578 0.645 -0.969 -0.3198
C 0.760 -0.790 -1.559 -0.2744
C -0.076 -1.803 -1.427 -0.0360
N -1.353 -1.683 -0.876 -0.4973
C -1.758 -1.225 0.227 0.4463
O -1.116 -1.042 1.416 -0.5276
C 0.273 -0.913 1.543 0.2258
O 0.655 0.361 1.436 -0.5030
H 0.344 2.779 1.567 0.2342
H -0.718 2.876 0.023 0.2213
H 1.046 2.999 -0.205 0.2281
H 0.351 1.462 -1.598 0.2106
H 1.642 -0.689 -2.253 0.2218
H 0.121 -2.680 -1.913 0.2033
H -2.735 -0.893 0.351 0.1698
H 0.487 -1.270 2.628 0.1787
H 0.734 -1.698 0.885 0.1678
```

---

Which of them is least stable? Easy: w.

---

--- w ---
This record from OMol25 describes a cluster of 3 separate species, C2H11N2Si in total. The level of theory is ωB97M-V/def2-TZVPD.

Its molar mass is 91.2 g/mol. The value obtained for the HOMO-LUMO gap is 0.265 hartree. The calculation puts the HOMO energy at -11.49 eV. Its charge is +1.

```
16
Properties=species:S:1:pos:R:3:nbo_charge:R:1
C 0.662 0.532 0.827 -0.7153
C 0.273 -0.658 -0.051 0.3269
N -0.942 -0.866 -0.588 -0.6570
N -2.925 0.730 -0.184 -1.0405
Si 4.401 0.371 -0.009 0.6102
H 0.619 1.439 0.169 0.2751
H -0.099 0.851 1.482 0.2622
H 1.686 0.295 1.181 0.2671
H -1.086 -1.794 -1.099 0.4330
H -1.747 -0.100 -0.364 0.4304
H -3.779 0.198 0.001 0.4105
H -2.916 1.013 -1.167 0.3940
H -2.988 1.614 0.298 0.4060
H 5.062 1.340 -0.872 -0.2589
H 3.036 0.501 -0.527 -0.3439
H 1.023 -1.326 -0.227 0.2001
```

---

--- x ---
This record from OMol25 describes a cluster of 3 separate species, C2H11N2Si in total. The level of theory is ωB97M-V/def2-TZVPD.

Its molar mass is 91.2 g/mol. The value obtained for the HOMO-LUMO gap is 0.261 hartree. The calculation puts the HOMO energy at -11.14 eV. Its charge is +1.

```
16
Properties=species:S:1:pos:R:3:nbo_charge:R:1
C -0.359 0.617 -0.671 -0.7174
C 0.662 1.439 -0.016 0.3181
N 1.772 0.945 0.431 -0.6244
N 2.492 -1.614 0.131 -1.0675
Si -4.590 -0.200 0.101 0.5226
H -0.600 1.031 -1.652 0.2787
H -0.037 -0.415 -0.776 0.2366
H -1.299 0.646 -0.106 0.2929
H 2.447 1.538 0.894 0.4218
H 2.018 -0.094 0.305 0.4391
H 1.989 -2.264 0.727 0.3975
H 3.473 -1.668 0.387 0.3972
H 2.410 -1.945 -0.824 0.3956
H -4.969 0.012 1.514 -0.2638
H -5.873 -0.526 -0.548 -0.2480
H 0.463 2.498 0.102 0.2212
```

---

Which of them is least stable? Easy: w.